18
Properties=species:S:1:pos:R:3:lowdin_charge:R:1 method="wB97M-V/def2-TZVPD" smiles="c1cc[nH]c1.C=NC" e_lumo_ev=1.09 orbital_gap_ev=9.1 total_charge=0 homo_ev=-8.04 e_above_lowest_kcal_mol=60.9
C -0.241 1.950 0.348 -0.10
C -0.381 2.398 -0.954 -0.12
C -2.116 0.911 -0.580 -0.13
C -1.253 0.975 0.486 -0.16
C 1.074 -2.108 -0.387 -0.19
C 1.678 -1.742 1.792 -0.03
N -1.522 1.753 -1.517 -0.02
N 1.208 -1.271 0.711 -0.09
H 0.427 2.212 1.152 0.09
H 0.333 2.934 -1.512 0.08
H -2.883 0.229 -0.796 0.09
H 1.232 -3.084 -0.070 0.03
H 0.003 -2.096 -0.885 0.12
H 1.892 -1.861 -1.129 0.10
H 1.792 -1.056 2.491 0.01
H 2.174 -2.715 1.852 0.08
H -1.406 0.508 1.418 0.07
H -2.011 2.064 -2.421 0.17

23
Properties=species:S:1:pos:R:3:lowdin_charge:R:1 method="wB97M-V/def2-TZVPD" e_lumo_ev=-3.25 orbital_gap_ev=11.3 total_charge=+1 homo_ev=-14.57 e_above_lowest_kcal_mol=47.7
C 1.742 1.711 0.514 -0.09
C 0.393 -1.126 -1.424 0.00
C 0.018 -2.010 0.801 -0.02
C 0.293 1.659 0.033 -0.30
C -0.446 0.370 0.302 -0.45
N 0.385 -0.819 0.021 -0.24
Si -2.300 0.373 -0.263 0.72
H 2.403 1.078 -0.080 0.08
H 1.818 1.438 1.565 0.09
H 2.121 2.725 0.413 0.09
H -0.595 -1.468 -1.735 0.10
H 0.656 -0.238 -1.999 0.11
H 1.121 -1.909 -1.637 0.12
H 0.082 -1.781 1.864 0.10
H -1.004 -2.306 0.569 0.09
H 0.691 -2.836 0.574 0.12
H 0.268 1.857 -1.045 0.11
H -0.269 2.467 0.501 0.12
H -0.677 0.289 1.925 0.25
H 1.348 -0.558 0.280 0.15
H -2.910 1.463 0.477 -0.05
H -2.832 -0.953 0.058 -0.06
H -2.306 0.574 -1.714 -0.05

14
Properties=species:S:1:pos:R:3:lowdin_charge:R:1 method="wB97M-V/def2-TZVPD" smiles="O=CCCCO" e_lumo_ev=0.71 orbital_gap_ev=10.4 total_charge=0 homo_ev=-9.74 e_above_lowest_kcal_mol=44.4
C 1.075 -0.721 0.416 -0.26
O 1.297 -2.080 0.759 -0.06
C -0.082 -0.553 -0.667 -0.15
C -1.160 0.516 -0.323 -0.15
C -0.693 1.863 0.212 -0.27
O 0.138 2.093 1.044 0.05
H 0.679 -0.231 1.286 0.09
H 1.970 -0.214 0.046 0.12
H 1.741 -2.411 -0.015 0.07
H 0.410 -0.262 -1.598 0.10
H -0.488 -1.562 -0.567 0.11
H -1.638 0.123 0.586 0.13
H -1.833 0.752 -1.147 0.10
H -1.418 2.688 -0.034 0.12

14
Properties=species:S:1:pos:R:3:lowdin_charge:R:1 method="wB97M-V/def2-TZVPD" e_lumo_ev="-6.73 / -6.73" orbital_gap_ev="6.6 / 6.6" total_charge=+1 homo_ev="-13.37 / -13.37" e_above_lowest_kcal_mol=99.1
C 1.817 -0.308 1.085 -0.54
C 1.651 0.278 2.256 0.08
C 1.803 -1.408 0.241 -0.24
C -0.756 0.926 -0.812 -0.19
N -1.096 -0.441 -0.965 -0.05
S 2.189 -0.090 -0.676 1.16
H 1.508 1.386 2.426 0.11
H 1.244 -0.456 3.131 0.16
H 1.554 -2.476 0.121 0.13
H 0.471 1.049 -0.796 0.01
H -1.231 1.664 -1.432 0.09
H -0.825 1.143 0.259 0.08
H -0.567 -1.041 -1.655 0.10
H -1.419 -1.023 -0.179 0.10

94
Properties=species:S:1:pos:R:3:lowdin_charge:R:1 method="wB97M-V/def2-TZVPD" e_lumo_ev="-2.35 / -2.41" orbital_gap_ev="6.1 / 4.4" total_charge=+1 homo_ev="-8.47 / -6.81" e_above_lowest_kcal_mol=53.6
C -2.407 0.961 -1.341 -0.36
C -2.834 -1.245 -0.487 -0.34
C -3.608 0.992 -2.042 -0.05
C -4.104 -1.212 -1.169 -0.02
C -4.476 -0.127 -1.930 -0.05
H -3.871 1.864 -2.646 0.11
H -4.757 -2.086 -1.077 0.12
H -5.440 -0.127 -2.452 0.12
N -2.023 -0.099 -0.571 -0.04
P -0.615 2.381 0.252 1.12
P -0.686 -2.439 0.696 1.05
C -1.450 2.132 -1.408 -0.25
H -0.636 1.883 -2.110 0.07
H -1.957 3.035 -1.789 0.10
C -2.393 -2.373 0.217 -0.25
H -3.022 -3.270 0.189 0.08
C 0.211 -3.429 -0.711 -0.63
C -0.575 -3.503 2.290 -0.64
C 0.909 3.541 -0.087 -0.62
C -1.949 3.318 1.261 -0.63
C 1.737 -3.248 -0.599 -0.09
H 2.155 -3.813 0.247 0.07
H 2.225 -3.624 -1.519 0.09
H 2.011 -2.191 -0.460 0.03
C -0.129 -4.929 -0.760 -0.09
H 0.296 -5.490 0.088 0.07
H -1.220 -5.094 -0.785 0.09
H 0.295 -5.363 -1.687 0.10
C -0.319 -2.810 -2.024 -0.11
H 0.278 -3.192 -2.874 0.09
H -1.372 -3.092 -2.187 0.09
H -0.273 -1.711 -2.021 0.04
C 0.873 -3.966 2.538 -0.08
H 1.576 -3.115 2.513 0.08
H 0.935 -4.425 3.543 0.10
H 1.207 -4.724 1.811 0.06
C -1.006 -2.641 3.488 -0.11
H -0.304 -1.813 3.665 0.06
H -2.017 -2.229 3.346 0.08
H -1.017 -3.278 4.393 0.10
C -1.539 -4.707 2.229 -0.08
H -1.320 -5.402 1.407 0.06
H -1.460 -5.272 3.177 0.10
H -2.582 -4.364 2.130 0.08
C -1.421 3.502 2.699 -0.07
H -2.196 4.003 3.308 0.11
H -1.188 2.539 3.174 0.06
H -0.515 4.131 2.728 0.07
C -3.225 2.441 1.263 -0.08
H -3.752 2.507 0.297 0.09
H -3.029 1.381 1.465 0.05
H -3.902 2.820 2.050 0.11
C -2.368 4.683 0.668 -0.08
H -3.330 4.975 1.128 0.10
H -1.650 5.486 0.878 0.06
H -2.533 4.631 -0.422 0.08
C 1.268 3.497 -1.584 -0.11
H 0.492 3.968 -2.210 0.10
H 2.211 4.055 -1.741 0.11
H 1.423 2.468 -1.935 0.01
C 2.077 2.961 0.736 -0.10
H 2.320 1.934 0.420 0.04
H 2.973 3.596 0.597 0.10
H 1.840 2.926 1.812 0.09
C 0.737 5.026 0.285 -0.09
H -0.007 5.530 -0.350 0.08
H 0.465 5.173 1.342 0.07
H 1.708 5.531 0.123 0.10
Sn -0.239 -0.008 0.749 0.81
C -1.294 0.122 2.353 -0.41
O -1.903 0.270 3.346 0.05
N 0.993 0.001 -0.976 0.13
C 1.717 -0.019 -1.899 -0.04
C 2.618 -0.034 -3.067 -0.54
C 2.108 -1.074 -4.097 -0.02
C 2.611 1.380 -3.703 -0.03
C 4.044 -0.422 -2.597 -0.02
H 2.107 -2.088 -3.668 0.08
H 1.087 -0.833 -4.431 0.10
H 2.781 -1.062 -4.973 0.11
H 2.982 2.139 -2.995 0.08
H 3.269 1.379 -4.589 0.11
H 1.593 1.662 -4.020 0.10
H 4.714 -0.446 -3.473 0.11
H 4.439 0.307 -1.873 0.10
H 4.043 -1.419 -2.127 0.09
S 2.956 0.410 4.020 0.95
C 3.705 -0.070 2.602 -0.42
C 2.732 -0.197 1.617 -0.31
N 1.459 0.097 2.015 -0.27
C 1.429 0.448 3.330 -0.57
H 4.765 -0.247 2.481 0.07
H 2.988 -0.492 0.613 0.08
H 0.552 0.727 3.887 0.05

134
Properties=species:S:1:pos:R:3:lowdin_charge:R:1 method="wB97M-V/def2-TZVPD" e_lumo_ev=2.83 orbital_gap_ev=6.8 total_charge=-2 homo_ev=-4.01 e_above_lowest_kcal_mol=11.7
Y 0.119 -0.544 -1.335 1.49
O -5.355 -4.566 -4.771 -0.04
C -5.095 -4.727 -3.566 -0.70
O -5.624 -5.461 -2.701 -0.07
C -3.949 -3.849 -3.021 -0.09
C -3.289 -4.217 -1.852 -0.01
C -2.275 -3.422 -1.369 -0.21
N -1.899 -2.268 -1.934 0.02
C -2.509 -1.925 -3.078 -0.18
C -3.519 -2.690 -3.652 0.07
C -1.995 -0.665 -3.763 -0.60
O -2.348 -0.423 -4.901 0.07
O -1.189 0.041 -3.037 -0.22
H -3.591 -5.123 -1.342 0.11
H -1.724 -3.724 -0.486 0.05
H -3.950 -2.382 -4.594 0.13
C 5.489 3.992 0.581 -0.04
C 5.192 4.295 -0.864 -0.21
C 5.969 5.188 -1.592 -0.06
C 5.695 5.471 -2.923 -0.10
C 4.610 4.864 -3.538 -0.09
C 3.813 3.980 -2.829 -0.03
C 4.108 3.680 -1.501 -0.20
N 3.308 2.797 -0.746 0.14
C 2.520 1.766 -1.247 -0.36
N 3.143 1.091 -2.227 0.14
C 2.755 0.132 -3.213 -0.22
C 1.613 -0.644 -3.094 -0.20
C 1.338 -1.494 -4.173 -0.16
C 2.152 -1.583 -5.289 -0.11
C 3.329 -0.846 -5.323 -0.08
C 3.657 0.014 -4.286 -0.22
C 4.971 0.756 -4.315 -0.04
N 1.343 1.515 -0.714 0.06
C 0.834 2.610 0.083 -0.26
C 0.456 3.785 -0.576 -0.03
C 0.047 4.906 0.119 -0.06
C -0.019 4.850 1.508 -0.08
C 0.342 3.688 2.166 -0.06
C 0.794 2.556 1.476 -0.22
C 1.270 1.359 2.258 -0.03
H 6.450 4.413 0.873 0.07
H 5.508 2.914 0.756 0.08
H 4.726 4.415 1.242 0.08
H 6.811 5.664 -1.102 0.10
H 6.318 6.166 -3.472 0.10
H 4.366 5.090 -4.568 0.10
H 2.949 3.526 -3.301 0.12
H 3.013 3.137 0.156 0.13
H 4.120 1.328 -2.276 0.11
H 0.445 -2.118 -4.157 0.09
H 1.889 -2.234 -6.115 0.10
H 4.002 -0.931 -6.171 0.10
H 5.537 0.478 -5.205 0.07
H 5.587 0.498 -3.445 0.08
H 4.846 1.842 -4.328 0.07
H 0.491 3.802 -1.661 0.13
H -0.261 5.803 -0.407 0.10
H -0.367 5.712 2.064 0.11
H 0.306 3.648 3.251 0.10
H 1.698 1.680 3.210 0.08
H 2.030 0.809 1.703 0.06
H 0.452 0.667 2.475 0.06
F -8.149 -3.864 3.549 0.04
C -6.932 -3.412 3.163 -0.29
C -6.479 -2.214 3.669 -0.02
C -5.223 -1.759 3.277 -0.12
C -4.429 -2.498 2.403 -0.38
C -4.942 -3.697 1.899 -0.12
C -6.195 -4.165 2.273 0.00
Sb -2.459 -1.875 1.734 1.58
C -2.145 -0.527 3.388 -0.38
C -1.435 -0.828 4.549 -0.12
C -1.171 0.145 5.506 -0.01
C -1.625 1.429 5.287 -0.29
F -1.349 2.381 6.206 0.05
C -2.354 1.771 4.169 -0.01
C -2.608 0.780 3.228 -0.15
C -1.591 -3.645 2.603 -0.37
C -2.030 -4.145 3.828 -0.12
C -1.436 -5.262 4.406 -0.01
C -0.410 -5.884 3.726 -0.29
F 0.178 -6.967 4.286 0.04
C 0.038 -5.445 2.498 0.00
C -0.558 -4.316 1.947 -0.13
H -7.099 -1.647 4.353 0.11
H -4.866 -0.819 3.681 0.09
H -4.365 -4.282 1.189 0.10
H -6.600 -5.085 1.872 0.12
H -1.081 -1.836 4.726 0.08
H -0.618 -0.081 6.410 0.12
H -2.700 2.788 4.033 0.12
H -3.192 1.049 2.353 0.08
H -2.853 -3.662 4.344 0.11
H -1.769 -5.655 5.358 0.12
H 0.839 -5.969 1.991 0.11
H -0.180 -3.940 1.003 0.07
N -1.999 1.040 -0.527 0.06
C -2.370 2.408 -0.813 -0.30
C -2.790 3.215 0.238 -0.04
C -3.090 4.547 0.026 -0.07
C -2.976 5.091 -1.248 -0.27
C -2.598 4.273 -2.305 -0.04
C -2.296 2.929 -2.096 -0.02
S -3.169 6.864 -1.443 0.40
O -3.043 7.095 -2.871 -0.37
O -2.062 7.397 -0.650 -0.38
O -4.477 7.162 -0.883 -0.37
H -2.553 0.407 -1.096 0.07
H -2.202 0.868 0.449 0.01
H -2.838 2.803 1.241 0.08
H -3.393 5.189 0.845 0.12
H -2.525 4.709 -3.293 0.11
H -1.980 2.294 -2.915 0.10
Cl 3.422 -5.342 -0.550 0.62
C 2.715 -4.749 -2.072 -1.60
Cl 3.869 -3.785 -2.956 0.71
Cl 2.126 -6.103 -3.043 0.63
C 1.574 -3.897 -1.714 -0.33
N 0.734 -3.184 -1.420 0.22
C 1.570 -2.177 3.529 -0.02
N 2.303 -2.051 2.278 -0.04
C 3.656 -2.284 2.258 -0.07
C 4.391 -2.053 1.168 -0.01
C 3.752 -1.495 -0.032 -0.51
O 4.423 -1.230 -1.020 -0.01
N 2.375 -1.328 0.022 0.13
C 1.686 -1.596 1.126 -0.57
O 0.433 -1.411 1.144 -0.20
H 1.719 -1.297 4.159 0.10
H 1.908 -3.068 4.060 0.09
H 0.517 -2.278 3.307 0.04
H 4.070 -2.671 3.181 0.12
H 5.452 -2.249 1.147 0.10